No. 1
This record from the OMol25 dataset describes a structure of composition C45H45CsN9O2P2S2. The level of theory is wB97M-V/def2-TZVPD.

The geometry in XYZ format:
```
106
Properties=species:S:1:pos:R:3:lowdin_charge:R:1
Cs 0.04 -0.08 -1.56 0.860
N -3.05 2.59 -4.55 0.115
C -2.23 1.80 -3.81 -0.159
N -0.95 1.81 -3.86 0.077
C -0.32 2.71 -4.71 -0.283
N 0.96 2.80 -4.79 0.062
N 1.65 2.01 -3.89 0.026
C 2.75 1.57 -4.34 -0.099
C 3.67 0.75 -3.52 -0.274
C 4.84 0.28 -4.10 -0.038
C 5.71 -0.48 -3.34 -0.077
C 5.38 -0.74 -2.02 -0.057
C 4.18 -0.23 -1.53 -0.140
N 3.34 0.50 -2.25 0.103
C -1.14 3.59 -5.56 -0.081
C -0.59 4.50 -6.46 -0.019
C -1.41 5.31 -7.23 -0.087
C -2.79 5.21 -7.11 -0.089
C -3.36 4.32 -6.22 -0.025
C -2.53 3.51 -5.45 -0.183
H -4.05 2.52 -4.42 0.150
H -2.73 1.11 -3.15 0.133
H 3.06 1.79 -5.37 0.114
H 5.06 0.51 -5.14 0.104
H 6.63 -0.86 -3.77 0.101
H 6.01 -1.33 -1.38 0.102
H 3.87 -0.44 -0.51 0.021
H 0.48 4.55 -6.53 0.109
H -0.97 6.01 -7.92 0.098
H -3.43 5.85 -7.71 0.100
H -4.43 4.24 -6.12 0.110
S -1.44 2.45 0.25 0.101
P -1.37 1.10 1.76 0.343
C -0.44 -0.30 1.67 -0.667
P 1.09 -0.45 2.32 0.364
S 2.36 -1.66 1.30 0.248
C 1.99 1.13 2.59 -0.325
C 2.26 1.68 3.84 -0.093
C 2.91 2.90 3.94 -0.100
C 3.28 3.59 2.80 -0.101
C 3.00 3.06 1.55 -0.078
C 2.36 1.83 1.45 -0.101
C 1.07 -1.20 4.01 -0.347
C -0.13 -1.64 4.55 -0.107
C -0.16 -2.28 5.79 -0.092
C 1.01 -2.49 6.49 -0.110
C 2.22 -2.07 5.95 -0.096
C 2.25 -1.45 4.71 -0.119
C -1.08 2.11 3.28 -0.326
C -0.57 3.40 3.22 -0.119
C -0.31 4.12 4.38 -0.100
C -0.56 3.55 5.62 -0.108
C -1.08 2.26 5.70 -0.092
C -1.34 1.56 4.53 -0.089
C -3.11 0.60 2.07 -0.335
C -3.44 -0.73 2.30 -0.094
C -4.75 -1.11 2.57 -0.096
C -5.75 -0.15 2.62 -0.113
C -5.43 1.19 2.40 -0.098
C -4.12 1.55 2.12 -0.105
H 1.93 1.18 4.74 0.099
H 3.10 3.33 4.92 0.098
H 3.79 4.55 2.88 0.093
H 3.28 3.59 0.64 0.103
H 2.15 1.42 0.47 0.074
H -1.03 -1.48 3.98 0.075
H -1.11 -2.62 6.19 0.096
H 0.99 -2.98 7.46 0.091
H 3.15 -2.24 6.49 0.094
H 3.20 -1.15 4.27 0.097
H -0.37 3.84 2.25 0.054
H 0.10 5.12 4.32 0.098
H -0.35 4.11 6.53 0.091
H -1.29 1.81 6.66 0.096
H -1.76 0.56 4.60 0.093
H -2.65 -1.48 2.25 0.071
H -4.99 -2.15 2.73 0.094
H -6.77 -0.43 2.84 0.090
H -6.20 1.95 2.44 0.093
H -3.87 2.59 1.92 0.085
N 1.80 -2.95 -3.22 0.048
C 0.59 -3.45 -2.57 -0.363
C 0.48 -4.99 -2.61 -0.154
C -0.87 -5.65 -2.35 -0.171
C -1.61 -5.33 -1.04 -0.164
N -0.75 -5.14 0.12 0.079
C -0.54 -3.96 0.75 -0.462
N 0.18 -3.97 1.89 0.163
N -1.04 -2.83 0.30 0.185
C -0.65 -2.79 -3.22 -0.764
O -0.55 -2.43 -4.40 -0.015
O -1.67 -2.68 -2.47 -0.140
H 1.57 -2.82 -4.20 0.065
H 2.57 -3.60 -3.12 0.065
H 0.62 -3.13 -1.52 0.087
H 1.23 -5.39 -1.92 0.106
H 0.80 -5.29 -3.61 0.115
H -0.72 -6.74 -2.42 0.101
H -1.56 -5.39 -3.16 0.116
H -2.31 -6.13 -0.82 0.115
H -2.18 -4.42 -1.18 0.098
H -0.22 -5.92 0.46 0.141
H 0.62 -4.84 2.14 0.101
H 0.81 -3.16 1.98 -0.032
H -1.38 -2.79 -0.67 0.054
H -0.87 -1.92 0.84 0.019
```

Summary:
total charge = -1
relative energy (zero: lowest compared OMol25 entry of this formula, charge and spin) = 0.00 kcal/mol
highest occupied orbital energy = -0.1437 Ha
energy = -3884.4974 Ha



No. 2
This record from the OMol25 dataset describes a structure of composition C45H45N3O31PY. The level of theory is wB97M-V/def2-TZVPD.

The geometry in XYZ format:
```
126
Properties=species:S:1:pos:R:3:lowdin_charge:R:1
Y 3.36 -0.80 0.08 1.826
P 0.81 -0.22 -0.06 0.220
O 1.64 -0.45 -1.36 -0.402
O -0.69 0.06 -0.24 -0.312
O 1.84 0.79 0.50 -0.412
O 1.33 -1.45 0.76 -0.389
C 1.69 -3.71 -1.23 -0.310
O 2.75 -3.11 -1.00 -0.086
N 1.54 -5.00 -1.12 -0.129
C 0.18 -5.63 -1.12 -0.001
C 2.68 -5.92 -1.17 -0.011
H 0.75 -3.18 -1.42 0.147
H -0.60 -5.22 -1.77 0.072
H -0.20 -5.85 -0.12 0.100
H 0.20 -6.54 -1.71 0.095
H 3.61 -5.41 -0.93 0.085
H 2.63 -6.77 -0.48 0.099
H 2.71 -6.22 -2.22 0.105
C 2.65 -0.16 3.34 -0.243
O 3.45 -0.48 2.46 -0.107
N 2.85 -0.45 4.64 -0.163
C 1.84 -0.12 5.53 -0.067
C 4.02 -1.16 5.19 0.010
H 1.81 0.50 3.06 0.147
H 1.69 -1.05 6.08 0.101
H 0.98 0.25 4.98 0.091
H 2.06 0.68 6.24 0.105
H 4.51 -0.65 6.02 0.107
H 3.77 -2.21 5.33 0.100
H 4.75 -1.24 4.38 0.086
C 2.95 2.13 -1.92 -0.249
O 3.69 1.34 -1.35 -0.084
N 3.30 2.75 -3.12 -0.146
C 2.39 3.76 -3.64 -0.047
C 4.56 2.48 -3.85 -0.026
H 1.93 2.45 -1.64 0.144
H 1.57 3.33 -4.21 0.088
H 2.86 4.53 -4.24 0.096
H 1.88 4.30 -2.84 0.084
H 5.25 3.31 -3.69 0.095
H 5.05 1.60 -3.45 0.078
H 4.45 2.20 -4.90 0.096
C -3.19 2.03 -2.19 0.060
C -2.15 2.89 -1.92 -0.200
C -2.12 4.32 -2.28 -0.286
O -1.24 5.15 -1.96 0.087
C -3.33 4.73 -2.99 0.049
C -4.25 3.88 -3.33 -0.231
C -4.33 2.45 -2.91 -0.332
O -5.16 1.65 -3.32 0.145
O -5.29 4.30 -4.07 0.119
O -0.99 2.50 -1.37 0.078
H -3.09 1.03 -1.79 0.119
H -3.41 5.76 -3.33 0.139
H -5.10 5.20 -4.34 0.117
H -1.00 1.59 -1.06 0.036
C 4.47 4.68 1.56 0.053
C 4.11 5.92 1.46 -0.211
C 2.72 6.42 1.13 -0.255
O 2.29 7.53 0.79 0.111
C 1.77 5.26 1.31 0.085
C 2.17 3.98 1.43 -0.193
C 3.58 3.54 1.50 -0.297
O 3.97 2.37 1.53 0.088
O 1.21 2.96 1.51 0.027
O 5.08 6.90 1.48 0.087
H 5.49 4.45 1.85 0.146
H 0.72 5.42 1.16 0.131
H 1.54 2.14 1.15 -0.020
H 4.75 7.74 1.15 0.110
C -2.63 -2.51 0.01 0.057
C -2.36 -2.53 -1.29 -0.190
C -2.69 -3.68 -2.17 -0.330
O -2.63 -3.80 -3.39 0.143
C -3.16 -4.72 -1.32 0.031
C -3.42 -4.76 -0.01 -0.245
C -3.21 -3.56 0.81 -0.296
O -3.51 -3.50 2.01 0.103
O -3.96 -5.76 0.69 0.134
O -1.79 -1.45 -1.90 0.068
H -2.26 -1.69 0.60 0.104
H -3.34 -5.65 -1.83 0.148
H -4.11 -5.36 1.55 0.102
H -1.23 -0.92 -1.33 -0.001
C -0.47 -2.23 3.39 0.052
C 0.46 -3.18 3.35 -0.221
C 0.84 -4.05 4.57 -0.329
O 1.72 -4.85 4.61 0.157
C -0.03 -3.89 5.71 0.069
C -1.09 -3.06 5.71 -0.185
C -1.47 -2.26 4.52 -0.310
O -2.52 -1.64 4.47 0.080
O -1.97 -3.00 6.81 0.082
O 1.27 -3.24 2.30 0.080
H -0.70 -1.56 2.57 0.100
H 0.19 -4.39 6.64 0.140
H -2.56 -2.26 6.64 0.095
H 1.09 -2.44 1.80 -0.022
C -0.20 -0.11 -4.59 0.058
C 0.75 -1.13 -4.72 -0.154
C 0.81 -1.97 -5.91 -0.333
O 1.61 -2.87 -6.22 0.113
C -0.32 -1.77 -6.75 0.052
C -1.22 -0.77 -6.63 -0.224
C -1.16 0.28 -5.55 -0.314
O -1.92 1.25 -5.38 0.085
O -2.29 -0.72 -7.40 0.122
O 1.78 -1.33 -3.83 0.078
H -0.20 0.42 -3.65 0.112
H -0.44 -2.42 -7.60 0.142
H -2.86 0.03 -7.19 0.118
H 1.74 -0.88 -2.99 0.025
C -3.21 1.12 1.57 0.199
C -2.27 1.39 2.53 -0.080
C -2.51 2.01 3.84 -0.294
O -1.63 2.37 4.64 0.163
C -3.90 2.35 4.02 0.177
C -4.88 2.08 3.04 -0.108
C -4.63 1.39 1.75 -0.263
O -5.44 1.11 0.84 0.167
O -6.20 2.42 3.12 0.167
O -0.97 1.03 2.32 0.172
H -2.92 0.70 0.61 0.129
H -4.15 2.97 4.87 0.156
H -6.69 1.97 2.42 0.125
H -0.84 0.77 1.40 0.043
```

Summary:
total charge = +1
multiplicity = 2
highest occupied orbital energy (alpha / beta) = -0.3835 / -0.3835 Ha
<S²> = 0.77
energy = -4617.9381 Ha



No. 3
This record from the OMol25 dataset describes a structure of composition C45H46CeNP2Si. The level of theory is wB97M-V/def2-TZVPD.

The geometry in XYZ format:
```
96
Properties=species:S:1:pos:R:3:lowdin_charge:R:1
C 0.46 -1.53 -3.68 -0.116
C -0.57 -1.82 -2.76 -0.375
C -1.91 -1.74 -3.19 -0.072
C -2.20 -1.54 -4.54 -0.062
C -1.17 -1.30 -5.45 -0.049
C 0.16 -1.28 -5.01 -0.050
P -0.20 -1.89 -0.98 1.013
C -1.60 -2.84 -0.22 -0.381
C -2.89 -2.25 0.00 -0.167
C -3.96 -3.04 0.46 -0.058
C -3.78 -4.40 0.71 -0.040
C -2.51 -4.96 0.57 -0.031
C -1.43 -4.20 0.12 -0.045
Ce -0.89 -0.30 1.34 1.101
P -0.46 2.03 -0.49 0.962
C -1.77 2.15 -1.82 -0.356
C -1.57 2.52 -3.17 -0.049
C -2.61 2.34 -4.10 -0.048
C -3.82 1.76 -3.70 -0.065
C -4.03 1.45 -2.36 -0.077
C -3.02 1.63 -1.42 -0.147
C -0.72 3.46 0.61 -0.378
C 0.29 3.71 1.56 -0.111
C 0.12 4.73 2.49 -0.066
C -1.02 5.54 2.44 -0.051
C -2.03 5.27 1.51 -0.058
C -1.90 4.22 0.61 -0.071
C 1.23 2.38 -1.10 -0.379
C 2.17 1.32 -1.20 -0.149
C 3.31 1.48 -1.98 -0.062
C 3.59 2.72 -2.57 -0.047
C 2.69 3.78 -2.42 -0.051
C 1.51 3.62 -1.70 -0.077
C 1.32 -2.87 -0.82 -0.360
C 1.75 -3.76 -1.82 -0.084
C 2.98 -4.41 -1.71 -0.047
C 3.79 -4.20 -0.58 -0.044
C 3.36 -3.34 0.44 -0.059
C 2.13 -2.68 0.33 -0.097
H 1.20 3.08 1.56 0.098
H 0.89 4.89 3.24 0.114
H -1.13 6.35 3.15 0.116
H -2.93 5.87 1.48 0.115
H -2.70 3.97 -0.10 0.101
H -0.61 2.97 -3.47 0.113
H -2.49 2.64 -5.15 0.122
H -4.59 1.52 -4.45 0.121
H -4.99 1.05 -2.04 0.113
H -3.21 1.37 -0.37 0.095
H 1.94 0.35 -0.75 0.082
H 3.98 0.62 -2.15 0.119
H 4.49 2.84 -3.17 0.118
H 2.88 4.74 -2.91 0.118
H 0.79 4.43 -1.61 0.122
H 1.11 -3.94 -2.68 0.113
H 3.30 -5.09 -2.50 0.121
H 4.75 -4.72 -0.50 0.121
H 3.99 -3.21 1.33 0.115
H 1.79 -2.02 1.14 0.061
H -3.09 -1.20 -0.30 0.092
H -4.94 -2.57 0.59 0.127
H -4.63 -5.02 0.99 0.124
H -2.36 -6.03 0.77 0.126
H -0.45 -4.66 -0.02 0.117
H -2.73 -1.92 -2.49 0.092
H -3.23 -1.59 -4.88 0.117
H -1.38 -1.14 -6.51 0.118
H 0.98 -1.13 -5.72 0.120
H 1.51 -1.53 -3.36 0.111
H 0.29 0.51 -2.22 0.089
H -0.31 0.20 -1.79 -0.009
C 3.79 0.60 1.77 -0.155
Si 2.68 0.36 3.29 0.471
C 3.48 -0.86 4.49 -0.162
C 2.31 2.00 4.11 -0.171
N 1.13 -0.39 2.71 -0.160
C 0.13 -0.84 3.56 -0.474
C -0.60 -2.00 3.10 -0.172
C -2.01 -2.01 3.25 -0.129
C -2.65 -1.00 4.00 -0.056
C -1.88 -0.02 4.65 -0.030
C -0.50 0.05 4.49 0.011
H 4.82 0.90 2.04 0.053
H 3.37 1.38 1.11 0.014
H 3.86 -0.34 1.21 0.021
H 4.47 -0.46 4.79 0.047
H 2.92 -1.04 5.41 0.038
H 3.66 -1.84 4.01 0.030
H 1.46 2.51 3.66 -0.004
H 2.10 1.86 5.18 0.039
H 3.15 2.69 4.07 0.052
H -0.04 -2.77 2.55 0.133
H -2.58 -2.78 2.75 0.108
H -3.73 -0.99 4.08 0.127
H -2.37 0.75 5.25 0.130
H 0.11 0.84 4.93 0.114
```

Summary:
total charge = +2
multiplicity = 2
highest occupied orbital energy (alpha / beta) = -0.4917 / -0.4915 Ha
<S²> = 0.75
energy = -3243.9406 Ha



No. 4
This record from the OMol25 dataset describes a structure of composition C45H46F10N3O2PSTeW. The level of theory is wB97M-V/def2-TZVPD.

The geometry in XYZ format:
```
110
Properties=species:S:1:pos:R:3:lowdin_charge:R:1
W -0.95 -0.48 0.12 1.250
C -4.23 -0.23 0.16 -0.084
N -3.17 -1.23 -0.08 -0.284
C -3.35 -1.76 -1.45 -0.180
C -2.64 -0.87 -2.40 -0.240
N -1.25 -0.70 -1.94 -0.227
C -0.43 -0.64 -3.08 -0.198
C -0.32 -1.78 -3.90 -0.191
F -0.91 -2.91 -3.51 0.119
C 0.39 -1.80 -5.08 -0.152
F 0.49 -2.93 -5.79 0.134
C 1.08 -0.67 -5.49 -0.144
F 1.80 -0.69 -6.60 0.135
C 0.99 0.47 -4.72 -0.141
F 1.59 1.59 -5.12 0.127
C 0.22 0.48 -3.57 -0.149
F 0.06 1.67 -2.97 0.036
C -3.38 -2.32 0.91 -0.147
C -2.06 -2.98 1.32 -0.185
N -0.91 -2.54 0.51 -0.152
C -0.20 -3.65 0.01 -0.181
C 1.08 -4.00 0.45 -0.177
F 1.65 -3.28 1.41 0.088
C 1.81 -5.07 -0.03 -0.155
F 3.04 -5.29 0.42 0.124
C 1.26 -5.91 -0.98 -0.144
F 1.94 -6.94 -1.46 0.134
C -0.04 -5.67 -1.38 -0.141
F -0.62 -6.49 -2.26 0.129
C -0.74 -4.59 -0.88 -0.154
F -2.02 -4.49 -1.29 0.094
H -4.26 0.50 -0.65 0.047
H -4.06 0.26 1.11 0.080
H -5.20 -0.74 0.19 0.109
H -4.42 -1.87 -1.67 0.138
H -2.89 -2.74 -1.50 0.096
H -3.13 0.12 -2.49 0.065
H -2.68 -1.31 -3.40 0.124
H -4.07 -3.04 0.46 0.129
H -3.86 -1.90 1.79 0.109
H -2.16 -4.07 1.28 0.121
H -1.86 -2.73 2.36 0.111
O -3.16 -0.28 3.67 0.082
C -2.10 -0.04 3.12 -0.574
O -1.90 -0.33 1.86 -0.320
C -0.95 0.58 3.84 -0.159
C -1.02 0.68 5.23 -0.010
C -0.03 1.32 5.95 -0.073
C 1.04 1.89 5.26 -0.076
C 1.11 1.80 3.89 -0.127
C 0.13 1.12 3.15 -0.537
S 0.35 1.15 1.41 0.641
H -1.89 0.25 5.72 0.120
H -0.09 1.38 7.02 0.102
H 1.81 2.41 5.81 0.105
H 1.95 2.25 3.36 0.106
C 2.14 -2.56 -2.27 -0.115
C 3.01 -2.05 -1.13 -0.509
C 4.42 -1.88 -1.70 -0.102
P 2.14 -0.62 -0.25 1.071
C 2.88 0.88 -1.14 -0.507
C 2.07 2.16 -1.00 -0.181
C 4.33 1.26 -0.83 -0.107
C 2.99 -0.54 1.44 -0.526
C 2.22 -1.04 2.67 -0.144
C 4.39 -1.15 1.50 -0.107
H 2.51 -3.52 -2.63 0.098
H 2.20 -1.86 -3.11 0.074
H 1.09 -2.67 -1.99 0.046
H 3.08 -2.82 -0.36 0.068
H 4.47 -1.08 -2.44 0.074
H 4.68 -2.81 -2.22 0.086
H 5.18 -1.71 -0.94 0.054
H 2.82 0.55 -2.19 0.091
H 2.33 2.69 -0.08 0.073
H 1.00 1.99 -0.99 -0.029
H 2.29 2.83 -1.85 0.093
H 4.43 1.57 0.21 0.077
H 4.58 2.13 -1.44 0.087
H 5.06 0.50 -1.04 0.047
H 3.09 0.55 1.55 0.065
H 2.55 -2.03 2.95 0.071
H 1.14 -1.07 2.53 0.030
H 2.43 -0.38 3.51 0.078
H 4.35 -2.23 1.34 0.079
H 4.79 -0.99 2.50 0.089
H 5.09 -0.72 0.79 0.046
Te -1.99 2.11 -0.78 1.531
C -0.74 3.82 -0.80 -0.492
C -0.45 4.40 -2.02 -0.156
C 0.37 5.52 -2.08 -0.082
C 0.89 6.07 -0.91 -0.084
C 0.57 5.50 0.31 -0.075
C -0.24 4.37 0.38 -0.139
C -3.24 2.85 0.75 -0.486
C -4.49 3.35 0.40 -0.144
C -5.36 3.81 1.38 -0.081
C -4.98 3.75 2.72 -0.075
C -3.73 3.26 3.07 -0.055
C -2.86 2.81 2.08 -0.131
H -0.85 3.99 -2.94 0.091
H 0.60 5.97 -3.04 0.105
H 1.52 6.94 -0.96 0.102
H 0.97 5.93 1.23 0.106
H -0.47 3.93 1.34 0.074
H -4.79 3.39 -0.65 0.093
H -6.33 4.20 1.10 0.104
H -5.66 4.10 3.48 0.104
H -3.44 3.20 4.11 0.113
H -1.90 2.41 2.36 0.059
```

Summary:
total charge = 0
highest occupied orbital energy (alpha / beta) = -0.2607 / -0.2607 Ha
energy = -4130.3595 Ha